ORCA calculation (the ωB97M-V functional and the def2-TZVPD basis) on C6F18KN3O12S6 as an isolated structure.

LUMO energy: 3.846 eV
Charge: -2
HOMO-LUMO gap: 9.04 eV
HOMO energy: -5.20 eV
Electronic energy: -165515.0965 eV
F_max: 3.53 eV Å⁻¹
Relative energy (zero: lowest compared OMol25 entry of this formula, charge and spin): 1.182 eV

Cartesian coordinates (Å):
K1 16.775 4.545 -15.262
C1 16.757 2.462 -18.208
F1 16.934 3.790 -18.120
F2 15.573 2.189 -17.682
F3 16.766 2.126 -19.479
S1 18.092 1.657 -17.224
O1 18.181 0.287 -17.640
O2 19.276 2.464 -17.412
N1 17.550 1.922 -15.607
S2 17.295 0.478 -14.932
O3 16.387 -0.348 -15.692
O4 18.506 -0.057 -14.373
C2 16.285 1.023 -13.375
F4 15.193 1.637 -13.867
F5 15.847 -0.044 -12.724
F6 16.939 1.827 -12.576
C3 14.296 6.708 -11.513
F7 15.312 7.528 -11.756
F8 14.781 5.557 -11.092
F9 13.506 7.259 -10.621
S3 13.450 6.413 -13.191
O5 14.549 6.072 -14.077
O6 12.470 5.391 -12.962
N2 12.837 7.961 -13.559
S4 11.260 7.940 -13.441
O7 10.585 7.254 -14.523
O8 10.702 7.766 -12.100
C4 10.992 9.763 -13.818
F10 11.707 10.500 -12.980
F11 11.394 10.080 -15.056
F12 9.703 10.066 -13.719
C5 19.319 6.704 -16.602
F13 19.699 5.574 -17.137
F14 19.770 7.678 -17.397
F15 18.000 6.853 -16.561
S5 19.942 6.936 -14.803
O9 21.362 6.778 -14.728
O10 19.410 8.219 -14.385
N3 19.024 5.628 -14.127
S6 19.177 5.984 -12.599
O11 20.528 5.900 -12.111
O12 18.393 7.077 -12.068
C6 18.389 4.425 -11.900
F16 19.019 3.359 -12.345
F17 18.367 4.483 -10.564
F18 17.099 4.456 -12.254

Mulliken atomic charge list, values in e, 4 entries: K 1.06; C 0.69; F -0.21; F -0.22



ORCA calculation (the ωB97M-V functional and the def2-TZVPD basis) on an isolated ion of composition C6H10 and charge -1.

LUMO energy (alpha / beta): 4.343 / 4.184 eV
Charge: -1
HOMO-LUMO gap (alpha / beta): 4.31 / 6.46 eV
HOMO energy (alpha / beta): 0.04 / -2.27 eV
Electronic energy: -6381.4385 eV
F_max: 1.60 eV Å⁻¹
Relative energy (zero: lowest compared OMol25 entry of this formula, charge and spin): 0.686 eV
2S+1: 2

Cartesian coordinates (Å):
C1 -0.568 -0.304 2.469
C2 0.105 0.235 1.200
C3 1.127 -0.617 -2.700
C4 0.190 -0.468 -1.718
C5 -0.407 0.742 -1.226
C6 -0.760 0.939 0.154
H1 0.104 -0.869 3.123
H2 -1.409 -0.965 2.217
H3 -1.069 0.492 3.030
H4 0.461 -0.669 0.710
H5 0.998 0.844 1.376
H6 1.465 -1.582 -3.067
H7 1.838 0.195 -2.870
H8 -0.218 -1.390 -1.315
H9 -0.400 1.684 -1.780
H10 -1.457 1.732 0.397

Mulliken atomic charge list, values in e, 4 entries: C -1.23; C -0.22; C -0.87; C -0.30



ORCA calculation (the ωB97M-V functional and the def2-TZVPD basis) on an isolated ion of composition C6H10 and charge -1.

LUMO energy (alpha / beta): 3.805 / 3.767 eV
Charge: -1
HOMO-LUMO gap (alpha / beta): 4.61 / 4.53 eV
HOMO energy (alpha / beta): -0.81 / -0.76 eV
Electronic energy: -6379.5974 eV
F_max: 3.03 eV Å⁻¹
Relative energy (zero: lowest compared OMol25 entry of this formula, charge and spin): 2.527 eV
2S+1: 2

Cartesian coordinates (Å):
C1 3.144 -0.603 -0.615
C2 1.939 -0.052 0.149
C3 0.552 -0.089 -0.381
C4 -0.577 0.289 0.297
C5 -1.867 0.297 -0.235
C6 -3.082 0.129 0.622
H1 3.575 -1.585 -0.377
H2 3.883 0.027 -1.098
H3 2.265 0.879 -0.394
H4 1.957 0.159 1.235
H5 0.574 -0.474 -1.399
H6 -0.444 0.551 1.348
H7 -1.957 0.213 -1.313
H8 -3.385 -0.922 0.721
H9 -3.952 0.729 0.342
H10 -2.784 0.413 1.639

Mulliken atomic charge list, values in e, 4 entries: C -0.73; C -0.62; C -0.86; C -0.01